(1)
Below is a structure of composition C29H31AsCl2O3PPt, with properties calculated with the ωB97M-V functional and the def2-TZVPD basis.

F_max	3.0	eV Å⁻¹
ΔE to the lowest compared entry with this formula, charge and spin	277.5	kJ/mol
molecular weight	799.444	g/mol
DFT total energy	-135108.84253	eV
E_HOMO (spin up / spin down)	-16.83 / -16.85	eV
LUMO (spin up / spin down)	-12.5 / -12.3	eV
HOMO-LUMO gap (spin up / spin down)	4.31 / 4.52	eV

The geometry in ORCA input format:
```
! RIJCOSX wB97M-V def2-TZVPD def2/J DEFGRID3
* xyz 3 1
Pt 0.3266 -0.2570 -0.2787
C 2.5238 2.4450 1.4768
P 1.8545 2.7816 -0.1464
C 3.1950 2.8098 -1.3250
C 1.0563 4.3736 -0.1151
O 0.7842 1.7415 -0.5848
H 3.1677 3.2722 1.7824
H 3.1160 1.5301 1.4720
H 1.7054 2.3444 2.1922
H 3.8733 3.6378 -1.1029
H 2.7878 2.9413 -2.3285
H 3.7539 1.8731 -1.2829
H 1.7836 5.1544 0.1190
H 0.2711 4.3691 0.6426
H 0.6131 4.5663 -1.0941
C -0.1766 -0.4721 -6.6566
C 0.7234 -0.8713 -5.6775
C 0.4325 -0.6472 -4.3404
C -0.7524 0.0067 -4.0098
C -1.6676 0.4064 -4.9816
C -1.3523 0.1899 -6.3133
As -1.2174 0.3573 -2.1666
C -1.8431 2.1410 -2.0487
C -2.6089 2.5705 -0.9551
C -3.0411 3.8821 -0.9069
C -2.7114 4.7633 -1.9347
C -1.9429 4.3337 -3.0151
C -1.4740 3.0334 -3.0615
C -2.7227 -0.8395 -2.0861
C -4.0498 -0.3601 -2.1044
C -5.0744 -1.2581 -1.9392
C -4.7943 -2.6363 -1.7915
C -3.4673 -3.1133 -1.7898
C -2.4376 -2.2262 -1.9588
H 0.0214 -0.7044 -7.6940
H 1.6512 -1.3565 -5.9513
H 1.1311 -0.9447 -3.5678
H -2.6059 0.8728 -4.7139
H -2.0412 0.5183 -7.0806
H -2.8642 1.8810 -0.1647
H -3.6494 4.2181 -0.0776
H -3.0559 5.7895 -1.8923
H -1.7093 5.0157 -3.8234
H -0.8327 2.7151 -3.8707
H -4.2610 0.6933 -2.2306
H -6.0991 -0.9060 -1.9373
H -5.6136 -3.3410 -1.7137
H -3.2623 -4.1708 -1.6796
H -1.4157 -2.5808 -1.9833
Cl 1.1108 -2.8878 -0.8936
C 2.6063 -2.6030 0.0062
Cl 2.7503 -0.8309 0.2519
H 3.4536 -2.9505 -0.5702
H 2.5377 -3.0876 0.9711
O -0.5271 -1.4831 1.3153
C -1.7202 -1.0534 1.2024
O -1.9013 -0.0901 0.3658
C -2.8310 -1.6394 1.9286
C -4.1288 -1.1751 1.6775
C -5.1935 -1.7394 2.3481
C -4.9692 -2.7655 3.2632
C -3.6771 -3.2113 3.5243
C -2.6050 -2.6593 2.8534
H -4.2865 -0.3764 0.9632
H -6.1964 -1.3751 2.1660
H -5.8056 -3.2135 3.7852
H -3.5031 -3.9897 4.2549
H -1.6000 -3.0133 3.0480
*
```

***

(2)
Below is the molecule C3H6ClNO, with properties calculated with the ωB97M-V functional and the def2-TZVPD basis.

F_max	3.9	eV Å⁻¹
ΔE to the lowest compared entry with this formula, charge and spin	115.3	kJ/mol
molecular weight	107.540	g/mol
DFT total energy	-19267.57104	eV
SMILES	C[C@@](N)(Cl)C=O
E_HOMO	-10.15	eV
LUMO	0.6	eV
HOMO-LUMO gap	10.74	eV

The geometry in ORCA input format:
```
! RIJCOSX wB97M-V def2-TZVPD def2/J DEFGRID3
* xyz 0 1
C 1.0664 0.6529 -0.5463
C -0.2082 0.1158 0.1968
N 0.1367 -0.3702 1.3967
Cl -1.4122 1.6436 -0.0123
C -0.9960 -0.8917 -0.6131
O -1.5958 -1.8101 -0.1958
H 1.7031 1.3162 0.0174
H 0.6344 1.0129 -1.4845
H 1.6489 -0.2025 -0.6700
H 0.6185 0.2981 2.0074
H -0.6709 -0.9070 1.6676
H -0.9250 -0.8578 -1.7638
*
```

***

(3)
Below is a structure of composition C24H72AsF6N6O9, with properties calculated with the ωB97M-V functional and the def2-TZVPD basis.

F_max	2.6	eV Å⁻¹
ΔE to the lowest compared entry with this formula, charge and spin	24.0	kJ/mol
molecular weight	777.783	g/mol
DFT total energy	-130568.42775	eV
E_HOMO	-6.03	eV
LUMO	2.4	eV
HOMO-LUMO gap	8.41	eV

The geometry in ORCA input format:
```
! RIJCOSX wB97M-V def2-TZVPD def2/J DEFGRID3
* xyz -1 1
As 0.2659 -0.1782 -0.2375
F -0.3207 1.4427 0.1373
F 0.8541 -0.2378 1.4570
F 0.8234 -1.8268 -0.7681
F -0.2875 0.1295 -1.9173
F 1.8484 0.4895 -0.7029
F -1.2994 -0.8974 0.1631
O 0.9569 1.4056 -3.7302
H 0.5806 0.9958 -2.9394
H 0.3301 1.2039 -4.4274
O 1.6095 3.3220 -1.9932
H 0.7720 3.7848 -1.9247
H 1.8296 3.0769 -1.0846
O 4.0735 2.5115 -1.9064
H 5.0183 2.6446 -2.0072
H 3.9506 2.3458 -0.9687
C -4.8977 1.6213 -3.3997
C -3.8018 1.8380 -2.4035
C -4.1518 1.2823 -1.0201
O -5.3739 1.8439 -0.5353
C -5.8476 1.1785 0.6385
N -2.6524 1.1832 -2.9890
H -5.6936 2.3370 -3.1864
H -5.3160 0.6149 -3.3654
H -4.5551 1.8024 -4.4186
H -3.5184 2.8762 -2.2193
H -3.3024 1.4533 -0.3542
H -4.2697 0.1958 -1.0594
H -6.5116 1.7738 1.2640
H -5.0054 0.9823 1.3071
H -6.2434 0.1911 0.3945
H -2.1663 0.7639 -2.2064
H -2.9647 0.3602 -3.4947
C -0.8023 3.4984 2.9137
C -0.6204 2.2489 3.8301
C -1.7650 1.2129 3.6078
O -1.8609 0.2291 4.5906
C -2.2390 0.6079 5.9087
N 0.6987 1.6588 3.5246
H -0.8429 3.1714 1.8728
H -0.0133 4.2335 3.0580
H -1.8242 3.8723 2.9989
H -0.6674 2.5751 4.8698
H -1.7284 0.7993 2.5994
H -2.7030 1.7773 3.6209
H -3.1185 1.2481 5.9901
H -1.4229 1.1518 6.3898
H -2.2810 -0.3481 6.4291
H 0.6223 1.1354 2.6591
H 0.8452 0.9352 4.2170
C 3.8527 -2.6883 -4.6047
C 3.1387 -2.7291 -3.2288
C 4.0046 -2.5483 -1.9630
O 4.6569 -3.7943 -1.8215
C 5.7104 -3.7930 -0.8886
N 2.0879 -1.7102 -3.3435
H 3.2987 -3.1689 -5.4128
H 4.7379 -3.3277 -4.6368
H 4.1149 -1.6693 -4.8869
H 2.5748 -3.6595 -3.1312
H 3.3445 -2.3987 -1.1055
H 4.6605 -1.6768 -2.0009
H 5.3370 -4.1202 0.0838
H 6.3357 -2.9002 -0.8616
H 6.3694 -4.6117 -1.1846
H 1.5114 -1.9606 -2.5477
H 1.4407 -1.9865 -4.0722
C 2.1851 5.5844 0.6184
C 2.9807 4.3934 1.1676
C 3.2652 4.4131 2.7236
O 4.2659 3.4244 2.9491
C 4.5401 3.2536 4.2976
N 2.2156 3.2137 0.7337
H 1.3614 5.9270 1.2451
H 1.8829 5.4354 -0.4174
H 2.8957 6.4120 0.5546
H 3.9618 4.2771 0.7055
H 2.3417 4.1873 3.2581
H 3.6695 5.4092 2.9171
H 4.8711 4.2057 4.7212
H 5.3596 2.5562 4.4706
H 3.6710 2.9056 4.8596
H 2.5966 2.5063 1.3545
H 1.2711 3.2690 1.0956
C -0.6780 -2.9572 3.8030
C 0.8935 -2.7742 3.8804
C 1.7106 -3.2437 2.6585
O 1.5506 -4.6367 2.3438
C 2.3060 -4.8930 1.1437
N 1.0890 -1.3996 4.2825
H -1.0400 -2.3696 2.9559
H -1.1768 -2.4576 4.6334
H -1.0343 -3.9745 3.6412
H 1.2110 -3.4182 4.7035
H 2.7803 -3.0799 2.8110
H 1.5097 -2.5936 1.8038
H 2.3079 -5.9821 1.1171
H 3.3470 -4.5659 1.1852
H 1.8785 -4.3806 0.2809
H 0.9736 -0.8497 3.4371
H 0.1698 -1.1092 4.5975
C -1.4941 -2.3894 -3.8343
C -2.9591 -2.5117 -4.2621
C -3.8868 -3.0328 -3.0982
O -5.2406 -2.9245 -3.4474
C -6.1031 -2.4136 -2.4192
N -3.3904 -1.2239 -4.7284
H -1.0145 -1.7434 -4.5711
H -0.9846 -3.3486 -3.7493
H -1.4358 -1.7890 -2.9258
H -3.0782 -3.2437 -5.0658
H -3.6731 -2.3627 -2.2623
H -3.6774 -4.0696 -2.8315
H -6.0231 -3.1374 -1.6066
H -7.1514 -2.3467 -2.7087
H -5.8365 -1.4017 -2.1101
H -4.3739 -1.4468 -4.8395
H -2.9979 -1.0773 -5.6488
*
```